ORCA calculation (ωB97M-V with the def2-TZVPD basis set) on CBr3OP as an isolated structure in a non-equilibrium geometry.

The total energy comes out at -8176.7019 a.u. Its max |F| is 0.05509 hartree/bohr. The spin multiplicity is 1. The value obtained for the frontier orbital gap (spin up / spin down) is 7.090 / 7.078 eV. The calculation puts the HOMO energy (spin up / spin down) at -9.3 / -9.2 eV.

The geometry in XYZ format:
```
6
CBr3OP, DFT ωB97M-V with the def2-TZVPD basis set
C -0.3476 -0.7453 0.7226
O 0.8666 0.7025 -1.2989
P -0.1989 0.7068 -0.3302
Br -0.1114 2.6532 0.8725
Br -0.1693 -2.2759 -0.3777
Br -1.4849 -0.8181 2.2188
```


ORCA calculation (ωB97M-V with the def2-TZVPD basis set) on a 2-piece molecular cluster, CHF3O2S overall in a non-equilibrium geometry.

The total energy comes out at -886.8241 a.u. Its max |F| is 0.06747 hartree/bohr. The spin multiplicity is 1. The value obtained for the frontier orbital gap (spin up / spin down) is 7.979 / 8.624 eV. The calculation puts the HOMO energy (spin up / spin down) at -10.4 / -10.2 eV.

The geometry in XYZ format:
```
8
CHF3O2S, DFT ωB97M-V with the def2-TZVPD basis set
C -1.0192 -1.4364 1.9862
O 1.3652 0.5073 1.2632
O -0.6510 1.9485 0.7547
F -0.0769 -1.9474 2.6948
F -1.3507 -2.2322 0.9732
F -2.0504 -1.1650 2.7404
S -0.0070 0.6570 0.6781
H -0.0889 0.4278 -0.9295
```


ORCA calculation (ωB97M-V with the def2-TZVPD basis set) on a 2-piece molecular cluster, C5H11N2 overall in a non-equilibrium geometry.

The total energy comes out at -306.2024 a.u. Its max |F| is 0.07661 hartree/bohr. The spin multiplicity is 1. The value obtained for the frontier orbital gap is 10.978 eV. As for the charge: +1. The calculation puts the HOMO energy at -14.1 eV.

The geometry in XYZ format:
```
18
C5H11N2, DFT ωB97M-V with the def2-TZVPD basis set
C -2.8763 -0.9969 -0.6782
C -2.7622 -1.2100 0.5078
C 2.7587 -1.0525 0.1107
C -0.6234 1.8306 0.5132
C 0.5573 -0.1632 0.3460
N 1.6252 -0.2630 -0.3149
N -0.3735 0.6807 -0.4095
H -3.3025 -0.9166 -1.6875
H 3.0625 -1.7575 -0.6958
H 3.6495 -0.5434 0.4449
H 2.3382 -1.6751 1.0142
H -1.5554 2.3418 0.1126
H -0.7802 1.2956 1.3668
H 0.2273 2.5606 0.6261
H -2.5364 -1.4910 1.5437
H 1.8464 0.2825 -1.1568
H -1.2858 0.1658 -0.3653
H 0.0304 0.9117 -1.2780
```


ORCA calculation (ωB97M-V with the def2-TZVPD basis set) on C34H39IrN5O3P2S as an isolated structure in a non-equilibrium geometry.

The total energy comes out at -3002.7009 a.u. Its max |F| is 0.06197 hartree/bohr. The spin multiplicity is 6. The expectation value of S² is 8.79. The value obtained for the frontier orbital gap (spin up / spin down) is 5.209 / 3.481 eV. As for the charge: +2. The calculation puts the HOMO energy (spin up / spin down) at -11.9 / -12.9 eV.

The geometry in XYZ format:
```
85
C34H39IrN5O3P2S, DFT ωB97M-V with the def2-TZVPD basis set
Ir 1.6417 0.4246 -1.9396
C 4.5368 1.5230 -3.4944
C 4.4208 2.7329 -2.9447
C 4.1032 3.9694 -3.7378
C 3.2543 3.7146 -5.0101
C 2.1794 2.6442 -4.9299
C 2.2773 1.3199 -5.1047
C 3.4812 0.5392 -5.5002
C 4.7643 1.1713 -4.9276
C -0.2396 -0.4222 -1.5809
H 4.5143 0.6236 -2.8818
H 4.7847 2.9440 -1.9182
H 5.0347 4.4771 -4.0243
H 3.6345 4.7399 -3.1095
H 2.7483 4.6750 -5.2469
H 3.9117 3.5090 -5.8748
H 1.1679 3.0845 -4.9374
H 1.3625 0.7219 -5.2836
H 3.5276 0.4741 -6.6025
H 3.3974 -0.5045 -5.1618
H 5.5696 0.4183 -4.9356
H 5.0996 2.0140 -5.5441
H -0.0074 -1.4690 -1.3151
H -0.9248 -0.4323 -2.4512
H -0.7930 0.0236 -0.7359
P 0.3376 2.1786 -2.2547
P 2.9140 1.5707 -0.4841
N -0.4502 1.7582 -3.8189
N -1.1638 2.9000 -1.5643
N 4.3039 0.2686 -0.6625
N 3.1113 1.6469 1.3418
C 1.5056 3.5459 -2.0166
C 2.3480 3.3910 -0.7230
C -0.2935 0.4722 -4.3531
C -0.9557 0.3932 -5.5765
C -1.5550 1.6646 -5.7987
C -1.2594 2.4789 -4.6868
C -2.3897 2.2197 -1.5255
C -3.4002 3.1145 -1.2121
C -2.7955 4.3970 -1.0551
C -1.4378 4.2495 -1.3155
C 4.0300 -0.8661 -1.4263
C 5.2072 -1.5623 -1.6775
C 6.2381 -0.8661 -0.9801
C 5.6694 0.2907 -0.4082
C 4.2745 1.8580 2.0887
C 3.9472 2.0812 3.4232
C 2.5264 2.0550 3.5112
C 2.0464 1.8005 2.2308
H 0.9712 4.4926 -2.0511
H 2.1419 3.5295 -2.9018
H 3.2455 4.0447 -0.6898
H 1.6904 3.6136 0.1508
H 0.2973 -0.2904 -3.8340
H -0.9000 -0.4649 -6.2389
H -2.0557 1.9794 -6.7061
H -1.4751 3.5140 -4.4730
H -2.4453 1.1565 -1.6961
H -4.4457 2.8520 -1.1046
H -3.2880 5.3150 -0.7767
H -0.6498 4.9942 -1.3023
H 3.0107 -1.0897 -1.7690
H 5.2674 -2.4560 -2.2992
H 7.2602 -1.1886 -0.8628
H 6.1408 1.0671 0.1843
H 5.2409 1.8320 1.6189
H 4.6491 2.2129 4.2385
H 1.9215 2.1685 4.4013
H 1.0433 1.7373 1.8575
O -2.1903 -3.0293 2.2069
S -1.6191 -1.7120 2.3167
O -2.4894 -0.5883 2.5742
N -0.5857 -1.3736 1.0937
C 0.7058 -1.1919 1.4119
O 1.5948 -0.6858 0.6738
C 0.9262 -1.5730 2.8413
C 2.1032 -1.4445 3.5796
C 2.0283 -1.5822 4.9612
C 0.8070 -1.8445 5.6062
C -0.3739 -1.9436 4.8591
C -0.2797 -1.7867 3.4791
H 3.0311 -1.1922 3.0663
H 2.9175 -1.4491 5.5669
H 0.7579 -1.9475 6.6916
H -1.3515 -2.1060 5.3089
```


ORCA calculation (ωB97M-V with the def2-TZVPD basis set) on C12H29BaN4O6P as an isolated structure in a non-equilibrium geometry.

The total energy comes out at -1511.3935 a.u. Its max |F| is 0.07868 hartree/bohr. The spin multiplicity is 1. The value obtained for the frontier orbital gap (spin up / spin down) is 3.900 / 4.904 eV. The calculation puts the HOMO energy (spin up / spin down) at -6.1 / -6.1 eV.

The geometry in XYZ format:
```
53
C12H29BaN4O6P, DFT ωB97M-V with the def2-TZVPD basis set
O 3.4305 -2.3991 -3.3254
H 3.5789 -2.5286 -2.3602
Ba 0.0211 -0.0783 0.0693
N 0.5582 0.1678 -2.1501
N 2.0927 1.0643 0.2808
N -1.3645 -1.9331 0.1202
N 0.1191 -0.7906 2.3218
O -0.4979 0.2191 -2.9083
O -2.1755 -2.2704 -1.0137
O 0.8928 -0.1749 3.3210
O 2.7736 1.0728 1.3877
C 2.6366 1.0863 -0.9758
C 1.7400 0.7515 -2.2370
C -1.9052 -1.8940 1.3287
C -1.0850 -1.3166 2.5348
C 2.1477 0.8957 -3.6452
H 2.0436 -0.1053 -4.1442
H 3.1708 1.2845 -3.7567
H 1.3758 1.5571 -4.1237
C 4.0211 1.5961 -1.0983
H 4.7018 0.8984 -0.5607
H 4.0473 2.5546 -0.5269
H 4.3134 1.7376 -2.1502
C -3.2449 -2.5188 1.6071
C -1.6498 -1.4593 3.9294
H -3.5237 -3.1131 0.6984
H -4.0619 -1.7556 1.7514
H -3.2194 -3.2086 2.4991
H -1.1192 -0.7305 4.5911
H -1.4201 -2.4919 4.3102
H -2.7578 -1.2808 3.9760
H -1.5633 -2.1756 -1.7987
H 1.6241 0.2746 2.8015
C 1.9323 -2.3967 0.4232
H 2.5088 -3.0455 -0.2829
H 0.9979 -2.7547 0.8422
H 2.5037 -1.7186 1.0289
O -0.0303 -3.4413 -3.5383
H 0.8994 -3.3426 -3.8810
H 0.0949 -3.4059 -2.6113
C -1.5380 3.8939 1.6048
P -1.3114 2.3726 0.6986
C -2.9161 1.5490 1.0741
C -1.1561 3.0499 -1.0048
H -1.6605 3.6276 2.6726
H -2.4423 4.3835 1.1896
H -0.6265 4.5038 1.4536
H -3.7157 2.2994 1.0780
H -3.1784 0.6997 0.4250
H -2.8323 1.1429 2.1016
H -1.8313 3.9099 -1.1107
H -0.1154 3.4227 -1.0971
H -1.2836 2.3154 -1.8195
```


ORCA calculation (ωB97M-V with the def2-TZVPD basis set) on C12H21IrN2O5S3 as an isolated structure in a non-equilibrium geometry.

The total energy comes out at -2254.5221 a.u. Its max |F| is 0.02075 hartree/bohr. The spin multiplicity is 1. The value obtained for the frontier orbital gap is 7.967 eV. The calculation puts the HOMO energy at -8.0 eV.

The geometry in XYZ format:
```
44
C12H21IrN2O5S3, DFT ωB97M-V with the def2-TZVPD basis set
Ir -0.5379 0.4133 0.0653
N -0.4887 1.4775 1.8253
C 0.3197 0.7391 2.8305
C 1.5640 0.2457 2.1140
O 2.6619 0.2691 2.6528
N 1.2781 -0.1209 0.8535
C 2.3725 -0.0716 -0.0939
C 2.0468 1.0379 -1.0858
O 2.8557 1.5165 -1.8441
O 0.7843 1.4371 -1.0466
H -0.1284 2.4107 1.6412
H -1.4393 1.5678 2.1719
H -0.2811 -0.1129 3.1520
H 0.5748 1.3578 3.6869
H 2.5107 -1.0139 -0.6240
H 3.3107 0.1515 0.4113
C -2.8309 -4.0188 -0.3520
C -1.3928 -4.5383 -0.3516
S -0.1356 -3.2790 -0.0038
C 0.5955 -2.9763 -1.6282
C -0.2784 -2.2679 -2.6500
S -0.8660 -0.5752 -2.2386
C -2.6150 -0.8148 -2.6803
C -3.5614 -1.6331 -1.8072
S -3.4684 -3.4465 -1.9551
H -2.9390 -3.2090 0.3699
H -3.5007 -4.8233 -0.0449
H -1.1517 -5.0534 -1.2830
H -1.2923 -5.2715 0.4506
H 0.9106 -3.9347 -2.0449
H 1.5021 -2.4062 -1.4414
H -1.1620 -2.8714 -2.8334
H 0.2673 -2.1574 -3.5886
H -2.5893 -1.2362 -3.6867
H -2.9954 0.2035 -2.7702
H -4.5744 -1.3722 -2.1188
H -3.4655 -1.3939 -0.7538
C -4.4874 0.9760 0.6659
C -3.0425 0.6991 0.3994
O -2.3775 1.3959 -0.4230
O -2.4283 -0.2410 0.9977
H -4.9433 1.4590 -0.1947
H -4.5691 1.6497 1.5207
H -5.0054 0.0525 0.9149
```


ORCA calculation (ωB97M-V with the def2-TZVPD basis set) on C43H70AsCsN2OP2SSi4 as an isolated structure in a non-equilibrium geometry.

The total energy comes out at -6360.2577 a.u. Its max |F| is 0.03317 hartree/bohr. The spin multiplicity is 1. The value obtained for the frontier orbital gap is 4.998 eV. As for the charge: -2. The calculation puts the HOMO energy at -1.4 eV.

The geometry in XYZ format:
```
125
C43H70AsCsN2OP2SSi4, DFT ωB97M-V with the def2-TZVPD basis set
Cs -0.1814 -0.2160 0.9224
C -2.8227 5.0266 0.9633
Si -2.6399 3.5770 -0.2391
C -4.0567 2.4163 0.1936
C -3.0376 4.3011 -1.9358
N -1.2193 2.6942 -0.2038
P 0.3483 3.0335 -0.2717
C 1.2234 1.6541 -0.5973
P 2.7737 1.2362 -0.1505
N 2.9042 -0.3579 -0.0152
Si 4.1791 -1.3453 0.4532
C 3.7713 -3.1099 -0.0601
C 5.8688 -0.9592 -0.3028
C 4.4836 -1.3951 2.3122
C 3.9023 1.8780 -1.4818
C 4.1179 1.0612 -2.5944
C 4.7226 1.5526 -3.7439
C 5.1255 2.8825 -3.8081
C 4.9145 3.7098 -2.7129
C 4.3055 3.2098 -1.5669
C 3.5432 1.9078 1.3928
C 4.8857 2.2612 1.5049
C 5.4328 2.5944 2.7414
C 4.6486 2.5678 3.8860
C 3.3086 2.2073 3.7922
C 2.7715 1.8835 2.5569
C 0.6007 4.3640 -1.5511
C 1.1161 3.9770 -2.7869
C 1.2714 4.8968 -3.8182
C 0.9218 6.2271 -3.6236
C 0.4206 6.6316 -2.3910
C 0.2627 5.7056 -1.3659
C 0.7962 3.9837 1.2494
C 1.9321 4.7897 1.3199
C 2.2855 5.4261 2.5007
C 1.4999 5.2684 3.6368
C 0.3659 4.4688 3.5838
C 0.0214 3.8315 2.3968
H -3.8198 5.4710 0.8631
H -2.0823 5.8113 0.7737
H -2.6988 4.7036 2.0018
H -5.0339 2.8972 0.0602
H -3.9798 2.0970 1.2389
H -4.0297 1.5171 -0.4303
H -4.0269 4.7737 -1.9561
H -3.0146 3.5148 -2.6985
H -2.2925 5.0519 -2.2180
H 3.6442 -3.1822 -1.1464
H 2.8375 -3.4372 0.4087
H 4.5630 -3.8096 0.2361
H 5.8194 -0.8783 -1.3932
H 6.5914 -1.7426 -0.0461
H 6.2523 -0.0064 0.0794
H 3.5715 -1.6751 2.8499
H 4.8001 -0.4142 2.6836
H 5.2646 -2.1241 2.5616
H 3.7909 0.0277 -2.5356
H 4.8776 0.9018 -4.5977
H 5.5934 3.2718 -4.7048
H 5.2062 4.7532 -2.7582
H 4.1261 3.8739 -0.7273
H 5.5165 2.2644 0.6246
H 6.4802 2.8653 2.8108
H 5.0787 2.8254 4.8473
H 2.6827 2.1839 4.6756
H 1.7237 1.6287 2.4675
H 1.4089 2.9371 -2.9055
H 1.6807 4.5788 -4.7708
H 1.0453 6.9490 -4.4234
H 0.1501 7.6690 -2.2293
H -0.1283 6.0301 -0.4076
H 2.5445 4.9187 0.4339
H 3.1807 6.0362 2.5416
H 1.7751 5.7624 4.5608
H -0.2525 4.3413 4.4649
H -0.8645 3.2068 2.3421
C 1.3273 -3.4823 -4.4964
C 1.1193 -1.9672 -4.4930
C 0.9481 -1.3852 -3.0957
S -0.6867 -1.5784 -2.3615
O -1.1481 -2.9983 -2.5405
C -1.6274 -0.5205 -3.5392
C -2.6767 -1.3255 -4.2949
C -3.9427 -1.5510 -3.4708
H 1.3765 -3.8657 -5.5184
H 0.5127 -3.9816 -3.9722
H 2.2636 -3.7397 -3.9944
H 0.2595 -1.7097 -5.1199
H 1.9860 -1.4788 -4.9483
H 1.1221 -0.3051 -3.0413
H 1.6295 -1.8466 -2.3745
H -0.9105 -0.0334 -4.1995
H -2.0830 0.2528 -2.9161
H -2.2555 -2.2956 -4.5672
H -2.9151 -0.7969 -5.2219
H -3.7118 -2.1162 -2.5667
H -4.6870 -2.1156 -4.0364
H -4.3907 -0.5989 -3.1744
C -4.3489 -1.6687 6.3875
Si -3.5905 -0.9802 4.7969
C -5.0305 -0.9614 3.5724
C -3.1891 0.8275 5.1807
As -1.6552 -2.0247 4.1725
Si -2.5127 -3.6817 2.8541
C -3.3550 -3.1402 1.2386
C -3.7637 -4.8343 3.6864
C -1.0544 -4.7725 2.3413
H -5.2806 -1.1572 6.6611
H -3.6388 -1.5688 7.2148
H -4.5591 -2.7370 6.2684
H -5.9163 -0.4851 4.0077
H -5.3016 -1.9811 3.2781
H -4.7601 -0.4188 2.6613
H -3.9358 1.3031 5.8275
H -3.1162 1.4071 4.2545
H -2.2153 0.8830 5.6776
H -3.7443 -2.1236 1.3378
H -4.1907 -3.7967 0.9711
H -2.6442 -3.1443 0.4049
H -4.6983 -4.2977 3.8900
H -3.3731 -5.1895 4.6448
H -3.9979 -5.7007 3.0555
H -0.4411 -4.2572 1.5947
H -1.3752 -5.7291 1.9124
H -0.4188 -4.9740 3.2090
```


ORCA calculation (ωB97M-V with the def2-TZVPD basis set) on an isolated molecule of C8H14N2O6 in a non-equilibrium geometry.

The structure (SMILES) is C[C@@H](O)[C@H](NC(=O)[C@@H](N)CC(=O)O)C(=O)O. The total energy comes out at -874.1527 a.u. Its max |F| is 0.11360 hartree/bohr. The spin multiplicity is 1. The value obtained for the frontier orbital gap is 10.235 eV. The calculation puts the HOMO energy at -9.8 eV.

The geometry in XYZ format:
```
30
C8H14N2O6, DFT ωB97M-V with the def2-TZVPD basis set
C -1.1874 2.3500 -0.5561
C -0.0050 1.5821 -1.3194
O 0.7315 2.4630 -2.2196
C 1.1131 1.1287 -0.3229
N 0.8118 -0.0187 0.4292
C 0.5861 -1.1804 -0.0646
O 0.6839 -1.3616 -1.3284
C 0.3259 -2.2146 0.9385
N -0.1163 -1.5772 2.1157
C -0.5722 -3.2553 0.3164
C -1.8961 -2.4785 0.1274
O -2.7451 -2.4070 0.9721
O -1.9191 -1.8619 -1.0817
C 1.4341 2.3382 0.5899
O 1.2884 2.3297 1.8690
O 1.7456 3.5208 -0.0626
H -0.8675 3.5197 -0.4538
H -1.3129 2.0097 0.6401
H -2.1560 2.1500 -1.2762
H -0.3841 0.7168 -1.7744
H 0.0524 2.7077 -2.8618
H 1.9409 0.9620 -0.9579
H 0.7855 0.1733 1.4648
H 1.2929 -2.5308 1.2902
H -1.1300 -1.3527 2.2218
H 0.2090 -2.1105 2.8771
H -0.0096 -3.2585 -0.8263
H -0.6411 -4.2648 0.8709
H -1.0639 -2.0964 -1.5361
H 1.3436 3.4615 -0.9372
```